The following is a quantum chemistry calculation of a cluster of 5 separate species, C3H15O5 in total at a distorted geometry, from OMol25.

```
! RIJCOSX wB97M-V def2-TZVPD def2/J DEFGRID3
* xyz -1 1
O 0.922 -0.551 1.576
O 2.478 -2.225 0.467
O -0.801 1.355 1.057
O 2.606 1.051 -0.097
O -3.754 0.049 0.145
C -0.860 -0.689 -0.984
C 0.074 0.528 -1.185
C -0.391 1.685 -0.338
H -1.863 -0.288 -0.803
H -3.729 -0.865 0.481
H -1.272 2.141 -0.793
H -0.747 -1.374 -1.875
H 1.800 -1.622 0.984
H 0.371 2.473 -0.300
H 2.945 0.151 0.030
H 1.128 0.300 -1.060
H -0.556 -1.222 -0.066
H -2.966 0.235 0.707
H -0.237 0.558 1.305
H -0.129 0.862 -2.234
H 1.948 -2.838 -0.042
H 1.171 -0.645 2.499
H 1.862 0.930 0.526
*
```

Results
calculated total energy	-499.52303	Ha
HOMO level	-5.25	eV
orbital gap	8.90	eV
energy relative to the best compared isomer or geometry (same formula, charge and spin)	109.6	kJ/mol


The following is a quantum chemistry calculation of a cluster of 3 separate species, C3H16N2O2 in total at a distorted geometry, from OMol25.

```
! RIJCOSX wB97M-V def2-TZVPD def2/J DEFGRID3
* xyz 2 1
O 3.882 -1.389 -0.840
O -2.876 0.333 2.746
N -2.394 -0.703 0.229
N 2.274 0.886 -0.511
C 0.967 0.435 -1.037
C -1.566 0.261 -0.620
C -0.191 0.502 -0.024
H 0.828 0.779 -2.058
H 3.595 -2.279 -0.622
H 0.970 -0.635 -1.271
H -3.339 1.173 2.933
H 2.917 1.169 -1.260
H -1.494 -0.314 -1.549
H -0.135 1.439 0.540
H -3.271 -0.118 3.511
H 2.723 0.125 0.014
H -2.796 -0.306 1.104
H -1.729 -1.391 0.578
H 4.637 -1.380 -1.432
H -3.073 -1.183 -0.360
H 0.018 -0.247 0.743
H 2.243 1.731 0.069
H -2.188 1.113 -0.884
*
```

Results
calculated total energy	-383.29645	Ha
HOMO level	-18.54	eV
orbital gap	12.28	eV
energy relative to the best compared isomer or geometry (same formula, charge and spin)	101.7	kJ/mol


The following is a quantum chemistry calculation of a cluster of 4 separate species, C3H16N2O3 in total at a distorted geometry, from OMol25.

```
! RIJCOSX wB97M-V def2-TZVPD def2/J DEFGRID3
* xyz 0 1
O -1.437 0.113 3.120
O 1.729 3.853 0.300
O -2.372 -3.555 3.715
N 1.980 0.477 -0.073
N 0.364 1.394 -2.384
C -0.118 0.349 -1.503
C -0.895 -0.696 -2.331
C 1.123 -0.343 -0.935
H -1.481 -0.537 2.401
H -2.403 -4.515 3.702
H 2.938 0.495 -0.368
H -1.292 -0.480 3.871
H 1.893 3.394 -0.527
H 1.874 0.203 0.890
H -0.366 2.019 -2.690
H -0.287 -0.881 -3.210
H -0.766 0.686 -0.684
H 1.700 -0.645 -1.810
H 1.120 1.930 -1.996
H 1.795 3.217 1.014
H 0.884 -1.275 -0.463
H -3.117 -3.254 4.253
H -0.964 -1.628 -1.766
H -1.902 -0.323 -2.523
*
```

Results
structure (SMILES)	C[C@H](N)CN.O.O.O
calculated total energy	-459.10844	Ha
HOMO level	-9.10	eV
orbital gap	9.59	eV
energy relative to the best compared isomer or geometry (same formula, charge and spin)	72.4	kJ/mol